Record 1
DFT (ωB97M-V/def2-TZVPD) results for C26H47Br5CaCl4FNNaO7S as an isolated structure in a non-equilibrium geometry.

Last column: Löwdin charge in e.
CARTESIAN COORDINATES (ANGSTROEM)
C1 -1.52195 -0.19231 -0.20215  -0.014
C2 -1.69172 0.23349 -1.30649  -0.132
C3 -1.82796 1.12520 -2.44360  -0.162
C4 -3.10144 2.00461 -2.25082  -0.402
O1 -4.20473 1.71655 -2.57880  0.168
N1 -2.69632 3.21425 -1.60214  0.115
C5 -1.27448 3.06622 -1.22574  -0.281
C6 -0.60583 4.39027 -0.84943  -0.132
C7 -1.54683 5.36459 -0.10053  -0.144
C8 -1.73819 6.69441 -0.88720  -0.407
C9 -3.25635 6.95611 -1.00479  -0.080
C10 -1.07467 7.90411 -0.20323  -0.071
C11 -0.74366 2.23936 -2.39869  -0.190
C12 0.68692 1.72217 -2.37361  -0.054
O2 1.52183 2.48453 -1.43428  0.002
C13 2.80815 2.51292 -1.75742  -0.512
C14 3.31345 3.81363 -2.40106  0.063
O3 3.53048 1.55486 -1.53817  0.057
H1 -1.52002 -0.49741 0.81545  0.044
H2 -1.70168 0.62519 -3.40213  0.156
H3 -2.80705 3.86684 -2.38249  0.153
H4 -1.35577 2.54585 -0.27182  0.150
H5 0.19990 4.12076 -0.16761  0.101
H6 -0.10871 4.84859 -1.70909  0.104
H7 -2.51029 4.90262 0.09260  0.083
H8 -1.09482 5.64068 0.84827  0.103
H9 -1.37218 6.61764 -1.91232  0.113
H10 -3.39492 7.87747 -1.57230  0.076
H11 -3.65186 7.12455 -0.00494  0.085
H12 -3.76443 6.13357 -1.49998  0.068
H13 -1.79393 8.71748 -0.12247  0.071
H14 -0.21346 8.27939 -0.75572  0.067
H15 -0.74293 7.67965 0.80888  0.068
H16 -0.81452 2.92928 -3.24163  0.159
H17 1.10669 1.85807 -3.37360  0.138
H18 0.78752 0.66293 -2.14264  0.128
H19 4.30736 4.06108 -2.00604  0.055
H20 2.63230 4.63477 -2.20866  0.102
H21 3.34318 3.64298 -3.47499  0.115
Na1 5.40641 2.73217 -1.01563  0.810
Br1 2.99904 -2.03063 -0.49129  0.652
C15 1.88045 -3.33566 0.41470  -0.728
C16 0.85913 -3.90834 -0.52880  -0.729
Br2 -0.59337 -2.65716 -0.85087  0.852
H22 1.43547 -2.83381 1.26720  0.046
H23 2.56454 -4.10379 0.76743  -0.012
H24 0.34785 -4.80114 -0.11692  -0.007
H25 1.28214 -4.16419 -1.49603  0.023
C17 -6.79421 3.52225 1.19006  -0.048
C18 -5.68170 4.12289 0.38432  -0.334
O4 -4.73960 4.76404 1.24981  -0.090
H26 -7.31091 4.29639 1.76834  0.084
H27 -7.54887 2.99365 0.49735  0.083
H28 -6.41007 2.76667 1.89944  0.081
H29 -6.06084 4.86728 -0.31478  0.118
H30 -5.17309 3.34514 -0.18265  0.071
H31 -4.42198 4.07358 1.84976  0.064
C19 4.24619 -7.04400 -0.06919  -1.873
Cl1 3.49268 -6.99301 1.62020  0.297
Cl2 4.86502 -8.67376 -0.38643  0.524
Cl3 2.86477 -6.62903 -1.31298  0.294
Cl4 5.57357 -5.85788 -0.20176  0.502
F1 -7.53809 2.23134 -0.83087  -0.370
Ca1 1.16712 -7.28158 0.24287  0.988
C20 -2.41136 -5.85352 -5.35908  -0.163
C21 -1.87434 -4.53771 -4.80137  -0.161
C22 -1.49384 -4.93655 -3.38455  -0.238
O5 -1.11163 -6.31840 -3.43397  -0.181
C23 -1.48925 -6.87180 -4.70277  -0.203
H32 -2.39548 -5.90902 -6.44575  0.115
H33 -3.43920 -6.00685 -5.02471  0.118
H34 -0.98517 -4.23258 -5.35866  0.115
H35 -2.59196 -3.72002 -4.83249  0.117
H36 -2.34508 -4.84281 -2.70229  0.115
H37 -0.66804 -4.35012 -2.98609  0.046
H38 -0.58046 -7.02368 -5.29455  0.117
H39 -1.96717 -7.83912 -4.54824  0.116
C24 1.69702 -4.39226 5.13641  -1.610
Br3 2.17417 -5.20646 3.43361  0.534
Br4 0.56461 -5.53802 6.17709  0.612
Br5 3.26912 -3.85059 6.09155  0.609
H40 1.13210 -3.49824 4.91306  -0.026
O6 -4.41786 1.70021 1.64438  -0.210
H41 -4.09191 1.95396 0.76751  -0.076
C25 7.36901 -3.78617 6.78452  -0.276
S1 6.54560 -2.56937 7.82240  0.758
O7 6.89316 -1.22963 7.28789  -0.549
C26 7.55952 -2.84900 9.27730  -0.266
H42 6.91153 -3.75140 5.79757  0.041
H43 8.42908 -3.54480 6.70696  0.059
H44 7.23549 -4.77939 7.21372  0.055
H45 8.60643 -2.67073 9.03285  0.060
H46 7.41828 -3.87162 9.62693  0.056
H47 7.23889 -2.15266 10.04883  0.053

Properties
Strongest force on any atom: 0.0578 hartree/bohr
Electronic energy: -17648.30851 Eh
Multiplicity: 1
Charge: +1



Record 2
DFT (ωB97M-V/def2-TZVPD) results for C26H47Cl3IrN3O4Si as an isolated structure in a non-equilibrium geometry.

Last column: Löwdin spin population.
CARTESIAN COORDINATES (ANGSTROEM)
C1 3.13376 -1.46153 -1.93701  0.001
C2 2.53790 -0.64072 -3.02499  0.008
H1 2.43001 -2.25950 -1.65490  0.000
H2 3.35660 -0.85142 -1.05555  0.000
H3 4.06382 -1.94180 -2.28447  0.000
C3 2.35576 -1.13816 -4.25834  0.006
C4 2.37235 -2.56664 -4.65818  0.001
H4 2.23919 -0.49648 -5.13227  0.000
H5 1.69972 -3.17133 -4.03144  0.000
H6 3.37783 -3.00961 -4.62794  0.000
H7 2.00354 -2.66028 -5.69065  0.000
Ir1 1.10413 1.70758 0.08866  2.664
Cl1 1.08454 3.21878 1.72889  0.262
Cl2 3.26454 2.44705 -0.18383  0.317
H8 -2.91310 -0.19321 2.74400  0.000
H9 -3.11621 1.84105 4.87293  0.000
C5 -2.16124 -0.53314 3.47899  0.000
C6 -2.22658 1.29097 5.21807  0.000
N1 -1.53302 0.64123 4.10472  0.001
H10 -1.38222 -1.05747 2.90523  0.000
C7 -0.84456 1.41964 3.21943  0.005
O1 -0.29309 0.88953 2.23299  0.036
H11 -1.55258 2.02900 5.67243  0.000
H12 -0.80988 2.47930 3.49235  0.002
H13 -2.60230 -1.18356 4.24420  0.000
H14 -2.53138 0.57206 5.99028  0.000
H15 -2.36145 -4.33236 1.55630  0.000
H16 -2.56435 -4.06654 -1.40858  0.000
C8 -3.37596 -4.09147 1.21857  0.000
C9 -3.40054 -3.38212 -1.19296  0.000
N2 -3.35048 -3.02065 0.22758  0.000
H17 -3.96207 -3.76258 2.07738  0.000
C10 -3.59487 -1.74307 0.62301  0.000
O2 -3.58257 -0.74514 -0.10101  0.001
H18 -3.31499 -2.49038 -1.83679  0.000
H19 -3.81848 -1.66818 1.71379  0.000
H20 -3.82900 -4.97286 0.76741  0.000
H21 -4.34633 -3.90534 -1.38772  0.000
O3 1.28715 0.67470 -1.50193  0.300
C11 2.09994 0.79321 -2.62135  0.034
C12 0.52370 0.96417 -4.68750  0.001
C13 1.50319 1.52170 -3.84649  0.008
H22 0.14763 -0.05736 -4.54026  0.000
C14 -0.05489 1.64771 -5.75871  0.000
H23 2.97487 1.34243 -2.22689  0.003
C15 2.03489 2.75459 -4.24042  0.002
H24 -0.88148 1.17954 -6.27482  0.000
C16 0.42336 2.89670 -6.07025  0.001
C17 1.50008 3.40964 -5.35380  0.000
H25 2.86641 3.16625 -3.65377  0.000
H26 -0.03334 3.44721 -6.87620  0.000
H27 1.90107 4.38349 -5.61173  0.000
Si1 -1.23595 0.86730 -2.31981  0.012
Cl3 -1.18737 -1.03793 -3.39990  0.005
C18 -3.01570 1.08135 -2.78483  0.003
C19 -0.77807 2.72713 -2.67325  0.019
C20 -1.11654 1.10413 -0.40071  0.076
H28 -3.43790 2.07999 -2.54578  0.000
H29 -3.49381 0.31180 -2.13877  0.000
H30 -3.11626 0.83459 -3.85473  0.001
H31 -1.26877 0.19731 0.24618  0.002
H32 -2.15472 1.61435 -0.47107  0.014
H33 -0.59918 2.05921 0.06386  0.034
H34 -0.62493 2.98918 -3.72849  0.001
H35 0.06121 3.13730 -2.09413  0.011
H36 -1.65931 3.28933 -2.33564  0.000
O4 2.11746 0.11364 1.07092  0.094
C21 2.17688 -0.18467 2.30905  0.028
C22 2.99901 0.53952 3.36841  0.002
C23 2.10218 1.10536 4.46272  0.003
C24 1.83114 0.12802 5.59467  0.000
C25 1.02506 -1.11908 5.19402  0.001
C26 1.59934 -1.88744 4.02302  0.002
N3 1.45193 -1.22487 2.73787  0.028
H37 3.71730 -0.15050 3.83992  0.000
H38 3.54786 1.34280 2.86828  0.002
H39 2.46821 2.06305 4.86898  0.001
H40 1.14541 1.40800 4.03103  0.002
H41 2.78012 -0.19645 6.03645  0.000
H42 1.26808 0.63354 6.39230  0.000
H43 0.94147 -1.80223 6.06322  0.000
H44 -0.00750 -0.81601 4.95934  0.000
H45 2.66724 -2.02625 4.19417  0.001
H46 1.10128 -2.85831 3.93535  0.000
H47 0.84576 -1.63783 2.04089  0.001

Properties
ΔE to the lowest compared entry with this formula, charge and spin: 121.6 kcal per mole
Strongest force on any atom: 0.0747 hartree/bohr
⟨S²⟩: 6.011
Multiplicity: 5
Charge: 0



Record 3
DFT (ωB97M-V/def2-TZVPD) results for C26H47N3O4PbSi5 as an isolated structure in a non-equilibrium geometry.

Last column: Löwdin charge in e.
CARTESIAN COORDINATES (ANGSTROEM)
Pb1 -7.17186 -6.74576 17.43359  1.168
O1 -8.02917 -4.77601 22.05005  0.077
C1 -9.09834 -5.53780 22.30763  -0.270
C2 -9.96832 -5.18966 23.31681  -0.040
C3 -10.69987 -6.17984 23.90913  -0.100
C4 -10.78443 -7.43608 23.34391  -0.101
C5 -10.07752 -7.70603 22.18672  -0.040
C6 -9.25518 -6.75560 21.57498  -0.059
C7 -8.56700 -7.06429 20.27424  -0.429
O2 -8.20241 -6.07949 19.53939  -0.205
N1 -8.34624 -8.37497 20.04387  0.059
N2 -7.71735 -8.57935 18.87796  -0.127
C8 -7.20014 -9.75925 18.62008  -0.115
C9 -6.54367 -10.00703 17.40770  -0.262
C10 -5.80079 -11.20239 17.07173  -0.004
C11 -4.85874 -11.12536 16.04798  -0.051
C12 -4.86419 -9.99303 15.16147  -0.045
C13 -5.77164 -8.99320 15.47098  -0.197
N3 -6.52508 -8.94633 16.54354  -0.068
H1 -7.87720 -4.12346 22.73024  0.107
H2 -9.85498 -4.18174 23.78413  0.131
H3 -11.19683 -5.94083 24.84174  0.106
H4 -11.42006 -8.21744 23.74645  0.101
H5 -10.22335 -8.71153 21.77500  0.115
H6 -7.20708 -10.52622 19.40201  0.130
H7 -5.86764 -12.09230 17.70980  0.114
H8 -4.07437 -11.87444 15.98479  0.105
H9 -4.13837 -9.82477 14.35003  0.110
H10 -5.82501 -8.06282 14.86794  0.111
O3 -2.55888 -7.92021 18.55492  -0.007
C14 -3.68272 -7.55559 18.85870  -0.429
O4 -4.20990 -6.34296 18.62864  -0.351
H11 -4.39988 -8.21626 19.43967  0.154
C15 0.29047 -3.81721 18.75964  -0.213
Si1 -0.59237 -5.47282 18.71226  0.409
C16 0.07519 -6.32002 17.19213  -0.205
C17 -0.15674 -6.37643 20.27609  -0.200
Si2 -3.03110 -4.99183 18.40559  0.561
Si3 -3.32002 -4.42121 16.11778  0.423
C18 -3.08030 -5.86444 14.93715  -0.208
C19 -5.12495 -3.84243 15.97558  -0.235
C20 -2.11649 -3.04634 15.58044  -0.205
Si4 -3.71013 -3.51621 20.21525  0.388
C21 -5.51902 -3.27055 20.16252  -0.221
C22 -2.73228 -1.93905 19.97815  -0.212
C23 -3.36305 -4.38132 21.82164  -0.205
H12 1.32419 -4.13412 18.91966  0.032
H13 -0.02625 -3.20755 19.61014  0.015
H14 0.17214 -3.22283 17.84033  0.027
H15 1.00315 -6.74380 17.50860  0.020
H16 0.29367 -5.54463 16.46011  0.023
H17 -0.52254 -7.07994 16.71422  0.022
H18 0.91251 -6.33726 20.28529  0.018
H19 -0.53196 -7.38613 20.16376  0.023
H20 -0.53500 -5.86315 21.17314  0.027
H21 -3.84494 -5.73219 14.17035  0.020
H22 -3.26338 -6.86203 15.37285  0.022
H23 -2.10254 -5.85656 14.43655  0.033
H24 -5.91369 -4.43167 16.45270  -0.061
H25 -5.37418 -3.78648 14.91354  0.023
H26 -5.25296 -2.82748 16.39820  0.034
H27 -1.08400 -3.42919 15.60455  0.020
H28 -2.12478 -2.22104 16.30601  0.022
H29 -2.37914 -2.69513 14.61406  0.012
H30 -5.86654 -2.70193 19.25835  0.052
H31 -5.81131 -2.75667 21.06190  0.020
H32 -6.04399 -4.24695 20.10668  0.033
H33 -2.33706 -1.79748 18.95600  0.024
H34 -1.87531 -1.90725 20.68625  0.038
H35 -3.40636 -1.15217 20.23114  0.010
H36 -3.73403 -5.40407 21.82285  0.038
H37 -3.81432 -3.75258 22.57940  0.027
H38 -2.28270 -4.38331 22.01281  0.021
C24 -9.25775 -6.72739 14.39575  -0.248
Si5 -9.62202 -6.45208 16.20963  0.395
C25 -10.46644 -4.80188 16.50820  -0.229
C26 -10.71635 -7.88844 16.81095  -0.244
H39 -10.02276 -7.34246 13.95666  0.017
H40 -8.32731 -7.24877 14.22367  -0.006
H41 -9.23737 -5.80477 13.81397  0.026
H42 -11.51899 -4.91316 16.63684  0.009
H43 -10.17580 -4.10035 15.73914  0.015
H44 -10.13939 -4.38110 17.50367  0.041
H45 -11.65176 -7.76906 16.26714  0.014
H46 -10.91797 -7.86254 17.89330  0.024
H47 -10.23843 -8.84940 16.51427  0.031

Properties
ΔE to the lowest compared entry with this formula, charge and spin: 0.0 kcal per mole
Strongest force on any atom: 0.0580 hartree/bohr
Multiplicity: 1
Charge: 0



Record 4
DFT (ωB97M-V/def2-TZVPD) results for C26H48BClNOsP as an isolated structure in a non-equilibrium geometry.

Last column: Löwdin spin population.
CARTESIAN COORDINATES (ANGSTROEM)
Os1 -1.19936 -0.90814 1.11099  2.179
P1 -0.04600 0.04904 -0.70687  0.040
Cl1 -2.89965 -1.29620 -0.51011  0.220
C1 -0.50307 -2.55326 0.73051  0.774
H1 0.35187 -3.03052 1.22056  0.082
H2 -1.02622 -3.17792 -0.00380  0.073
C2 -1.13486 1.49255 -1.13600  -0.003
C3 -0.07267 -1.13060 -2.14800  0.011
C4 -0.59574 2.57646 -2.08270  -0.001
H3 -1.97957 0.97893 -1.61797  0.000
C5 -1.70512 3.58618 -2.41723  0.000
H4 0.23349 3.10939 -1.60013  0.000
H5 -0.20266 2.13337 -3.00175  0.000
C6 -2.27858 4.22421 -1.14591  0.001
H6 -1.31095 4.35806 -3.08902  0.000
H7 -2.50793 3.06795 -2.95959  0.000
C7 -2.78613 3.15326 -0.17270  0.002
H8 -1.49306 4.81786 -0.65584  0.000
H9 -3.08808 4.91817 -1.40101  0.000
C8 -1.68845 2.13312 0.15365  0.027
H10 -3.14962 3.61395 0.75296  0.000
H11 -3.63438 2.61888 -0.62009  0.000
H12 -0.87588 2.62239 0.70710  0.000
H13 -2.11717 1.36134 0.81347  0.022
C9 1.73213 0.61453 -0.57385  0.013
C10 1.06987 -2.15878 -2.07792  0.023
H14 -1.00794 -1.66427 -1.93513  0.002
C11 0.82289 -3.28849 -3.08734  0.002
H15 2.03551 -1.68791 -2.29940  0.001
H16 1.14026 -2.57016 -1.06275  0.016
C12 0.66276 -2.72892 -4.50680  0.001
H17 1.64870 -4.00899 -3.04993  0.000
H18 -0.09048 -3.82805 -2.80312  0.000
C13 -0.46183 -1.68788 -4.56501  0.001
H19 1.60781 -2.26122 -4.81960  0.000
H20 0.46207 -3.54226 -5.21406  0.000
C14 -0.22946 -0.54577 -3.56223  0.001
H21 -0.55084 -1.27701 -5.57780  0.000
H22 -1.41836 -2.17350 -4.32909  0.000
H23 0.65783 0.02507 -3.86081  0.000
H24 -1.08286 0.13911 -3.58902  0.000
C15 1.95334 1.73999 0.45395  0.001
H25 2.24129 -0.28765 -0.19826  0.000
C16 3.45042 1.99938 0.67588  0.000
H26 1.47592 2.65797 0.08866  0.000
H27 1.48647 1.49346 1.40734  0.001
C17 4.16473 2.33557 -0.63701  0.000
H28 3.57912 2.81017 1.40249  0.000
H29 3.90347 1.10074 1.11870  0.000
C18 3.91911 1.24318 -1.68298  0.001
H30 3.78412 3.29311 -1.02048  0.000
H31 5.23951 2.46650 -0.46492  0.000
C19 2.41727 1.00446 -1.90141  0.002
H32 4.38940 1.51216 -2.63638  0.000
H33 4.38687 0.30555 -1.34991  0.000
H34 1.96114 1.91942 -2.29280  0.000
H35 2.27756 0.23015 -2.65686  0.000
C20 -0.05031 0.24827 2.93660  0.212
C21 0.75471 -0.81059 2.56725  0.033
H36 -0.01650 1.16741 2.35689  0.025
C22 0.98060 -1.97521 3.49682  0.003
H37 1.47255 -0.68435 1.76240  0.013
C23 -0.09941 -2.07058 4.57745  0.002
H38 1.05282 -2.91458 2.93504  0.002
H39 1.96911 -1.83945 3.96506  -0.001
C24 -0.24221 -0.71938 5.28521  0.002
H40 -1.05407 -2.34210 4.11306  0.001
H41 0.16195 -2.85591 5.29547  0.000
C25 -0.67200 0.38555 4.30456  0.040
H42 -0.96982 -0.78637 6.10085  0.000
H43 0.72370 -0.45524 5.73803  0.001
H44 -1.76169 0.40780 4.21312  0.010
H45 -0.36748 1.36902 4.68997  0.010
B1 -4.31675 -3.26863 3.99877  0.015
C26 -3.29066 -2.49168 3.04826  0.072
N1 -2.48197 -1.87934 2.29913  0.055
H46 -4.20761 -4.44179 3.82456  0.001
H47 -5.42941 -2.92950 3.74279  0.005
H48 -4.07359 -3.01149 5.13602  0.007

Properties
ΔE to the lowest compared entry with this formula, charge and spin: 0.0 kcal per mole
Strongest force on any atom: 0.1934 hartree/bohr
⟨S²⟩: 6.024
Multiplicity: 5
Charge: 0



Question: The highest charge belongs to which entry?
Answer: C26H47Br5CaCl4FNNaO7S